one.
{
  "formula": "H8O4",
  "method": "the ωB97M-V functional and the def2-TZVPD basis",
  "elements": ["O", "O", "O", "O", "H", "H", "H", "H", "H", "H", "H", "H"],
  "coordinates": [[0.3334, -0.3994, 1.9657], [0.3754, -2.6144, -0.5243], [-1.1576, -0.1444, -0.4573], [0.8194, 1.9506, -0.6263], [0.9604, 1.5036, -1.4473], [-0.7036, 0.6776, -0.4303], [0.4664, 0.5046, 2.1687], [1.2154, -2.1374, -0.6353], [-0.1286, -1.7764, -0.4083], [0.3294, 2.7496, -0.9273], [-0.4906, -0.3904, 1.4757], [-2.0196, 0.0766, -0.1533]],
  "e_lumo_ev": 0.072,
  "smiles": "O.O.O.O"
}

two.
{
  "formula": "H8O4",
  "method": "the ωB97M-V functional and the def2-TZVPD basis",
  "elements": ["O", "O", "O", "O", "H", "H", "H", "H", "H", "H", "H", "H"],
  "coordinates": [[-0.6080, -4.1142, -2.1007], [-4.0156, -0.6396, 0.4947], [3.0978, 4.4646, -0.3373], [1.2074, -0.2979, 0.9454], [2.8413, 5.0874, 0.3428], [3.9115, 4.8206, -0.6942], [-0.4957, -3.2360, -1.7368], [1.6612, 0.4665, 0.5904], [-1.1574, -4.5697, -1.4629], [-4.7022, -0.9911, 1.0614], [1.4872, -0.3399, 1.8598], [-3.2273, -0.6508, 1.0375]],
  "e_lumo_ev": 0.663,
  "smiles": "O.O.O.O"
}

The most stable of them is one.

one.
{
  "formula": "H8O4",
  "method": "the ωB97M-V functional and the def2-TZVPD basis",
  "elements": ["O", "O", "O", "O", "H", "H", "H", "H", "H", "H", "H", "H"],
  "coordinates": [[-0.7564, -3.9645, -0.5908], [0.5971, 2.7616, -0.8547], [0.9377, -1.0551, -0.9790], [-0.1866, 1.7929, 1.7408], [-1.4732, -3.5911, -0.0707], [0.1926, 2.3375, -0.0795], [1.3950, -1.4514, -0.2311], [-0.4852, -3.2477, -1.1765], [0.8209, -0.1273, -0.7477], [-0.1380, 0.8706, 2.0135], [0.2083, 3.6399, -0.8796], [-1.1122, 2.0345, 1.8553]],
  "e_lumo_ev": 0.136,
  "smiles": "O.O.O.O"
}

two.
{
  "formula": "H8O4",
  "method": "the ωB97M-V functional and the def2-TZVPD basis",
  "elements": ["O", "O", "O", "O", "H", "H", "H", "H", "H", "H", "H", "H"],
  "coordinates": [[-14.7481, 4.8214, 14.1267], [-11.9673, 2.6578, 14.8054], [-13.5923, 3.5020, 13.0249], [-12.7033, 1.7171, 13.1718], [-15.3225, 5.2238, 13.4753], [-11.2640, 2.0170, 14.9103], [-13.3238, 2.5885, 12.9273], [-14.4798, 3.9923, 13.7306], [-12.4947, 2.3190, 14.0820], [-11.9297, 1.4965, 12.6530], [-13.1678, 0.8866, 13.2751], [-12.7737, 3.9973, 12.9948]],
  "e_lumo_ev": -0.609
}

The most stable of them is one.

one.
{
  "formula": "H8O4",
  "method": "the ωB97M-V functional and the def2-TZVPD basis",
  "elements": ["O", "O", "O", "O", "H", "H", "H", "H", "H", "H", "H", "H"],
  "coordinates": [[5.7379, 0.2223, -0.6921], [0.7911, -1.6725, 1.4563], [-4.3099, -1.3448, -1.0124], [-2.2706, 2.8967, 0.4143], [0.4498, -1.6625, 0.5550], [-3.7526, -1.6250, -0.2776], [-1.9296, 2.9022, -0.4872], [1.5721, -1.1090, 1.4176], [4.7783, 0.3094, -0.7176], [-4.9830, -2.0321, -1.0716], [5.9913, 0.1484, -1.6191], [-1.7143, 2.2560, 0.8715]],
  "e_lumo_ev": 0.114,
  "smiles": "O.O.O.O"
}

two.
{
  "formula": "H8O4",
  "method": "the ωB97M-V functional and the def2-TZVPD basis",
  "elements": ["O", "O", "O", "O", "H", "H", "H", "H", "H", "H", "H", "H"],
  "coordinates": [[0.3424, -1.4943, 0.4683], [-1.5809, 0.3461, 1.7582], [-0.7885, 0.7082, -1.2089], [2.8953, 0.5354, -0.2244], [-0.1799, -0.8897, -0.0509], [-0.0679, -1.8033, 1.2295], [2.1385, 0.0662, 0.1471], [-1.1146, 0.7554, 0.9942], [-1.7102, 0.8833, -1.4069], [-2.4223, -0.0636, 1.4492], [2.8822, 0.2053, -1.0778], [-0.3940, 0.7510, -2.0776]],
  "e_lumo_ev": 0.070,
  "smiles": "O.O.O.O"
}

The most stable of them is two.

one.
{
  "formula": "H8O4",
  "method": "the ωB97M-V functional and the def2-TZVPD basis",
  "elements": ["O", "O", "O", "O", "H", "H", "H", "H", "H", "H", "H", "H"],
  "coordinates": [[-2.7695, 3.1632, -2.0336], [0.1313, -0.1027, 0.5058], [0.8842, -2.1680, -3.0467], [1.8090, -1.2329, 4.4196], [1.1360, -1.4575, -3.5611], [-0.3032, 0.6217, 0.0869], [0.4942, -0.4832, -0.3166], [1.0378, -1.1163, 4.8836], [-2.7184, 3.8706, -1.4599], [2.4357, -1.7612, 4.9545], [-2.1240, 2.5895, -1.5798], [-0.0131, -1.9234, -2.8526]],
  "e_lumo_ev": 0.101,
  "smiles": "O.O.O.O"
}

two.
{
  "formula": "H8O4",
  "method": "the ωB97M-V functional and the def2-TZVPD basis",
  "elements": ["O", "O", "O", "O", "H", "H", "H", "H", "H", "H", "H", "H"],
  "coordinates": [[-0.0552, 1.3617, 1.8221], [1.5755, -0.7840, -3.2463], [0.5024, 0.1844, -0.9049], [-1.6265, -0.6335, 2.8281], [-0.4312, 0.1765, -0.6622], [-0.4596, 0.5125, 1.6156], [2.2196, -0.6284, -3.9383], [-1.0650, -0.7627, 3.5919], [-2.5427, -0.5883, 3.1077], [0.5707, 1.5544, 1.0897], [0.7978, -1.2045, -3.6434], [0.5142, 0.8118, -1.6598]],
  "e_lumo_ev": 0.747,
  "smiles": "O.O.O.O"
}

The most stable of them is two.

one.
{
  "formula": "C2H5N2S",
  "method": "the ωB97M-V functional and the def2-TZVPD basis",
  "elements": ["S", "N", "N", "C", "C", "H", "H", "H", "H", "H"],
  "coordinates": [[-2.4022, -0.4136, 0.1713], [1.5042, -1.4067, 0.0315], [0.0973, 0.5404, 0.2725], [-1.2286, 1.0218, -0.1639], [0.4536, -0.6779, -0.0305], [0.6330, 1.2049, 0.9105], [-1.6540, 1.9605, 0.2155], [2.4917, -0.9609, 0.3366], [1.3333, -2.3466, -0.3665], [-1.2283, 1.0782, -1.3770]],
  "charge": 1,
  "e_lumo_ev": [-6.653, -6.329],
  "smiles": "[NH2+]=C=[NH+]C[S-]"
}

two.
{
  "formula": "C2H5N2S",
  "method": "the ωB97M-V functional and the def2-TZVPD basis",
  "elements": ["S", "N", "N", "C", "C", "H", "H", "H", "H", "H"],
  "coordinates": [[2.1620, 1.0612, 0.3235], [-0.2566, -0.6957, 1.3181], [0.5311, 0.3603, -1.7837], [0.0695, 0.4398, 0.7913], [0.8649, 0.5808, -0.5134], [-0.4013, 0.3558, -2.1692], [0.0973, -1.5262, 0.8499], [1.2490, 0.6462, -2.4672], [-0.7269, -0.7970, 2.2218], [-0.4218, 1.1368, 1.5900]],
  "charge": 1,
  "e_lumo_ev": -4.829
}

The most stable of them is two.

one.
{
  "formula": "H24NO10",
  "method": "the ωB97M-V functional and the def2-TZVPD basis",
  "elements": ["O", "O", "O", "O", "O", "O", "O", "O", "O", "O", "N", "H", "H", "H", "H", "H", "H", "H", "H", "H", "H", "H", "H", "H", "H", "H", "H", "H", "H", "H", "H", "H", "H", "H", "H"],
  "coordinates": [[3.4947, 1.2608, 1.4197], [-1.9043, -2.0382, 1.9647], [0.5457, 2.6768, -1.2463], [-0.4323, -2.8182, 0.0327], [1.3717, 2.6348, 2.0087], [-1.4353, -0.7572, -2.8193], [-2.7423, 1.3348, -1.6183], [-3.2393, -0.9122, -0.2273], [1.2407, -0.1852, -1.8893], [1.7227, -1.4722, 1.1437], [-0.4083, 0.5138, 0.6947], [0.5877, 0.5918, 0.5997], [1.3927, 3.0878, -1.1603], [1.5827, 3.5338, 1.6697], [-1.1543, -1.6492, -3.0453], [1.9697, 0.3308, -2.1563], [-2.4223, 0.8128, -2.3473], [-0.7223, -2.9982, -0.8883], [-1.6823, -2.4382, 2.7577], [2.6787, 1.5628, 1.7877], [1.5527, 2.7578, 2.9497], [-2.9243, 0.7178, -0.9203], [-3.0313, -1.4872, 0.5057], [-0.5743, 0.1498, 1.5877], [4.1917, 1.6448, 1.9697], [0.5387, 2.3238, -2.1223], [-0.8513, 1.3738, 0.4917], [-1.2133, -2.2332, 1.3267], [0.5057, -2.7562, 0.0887], [2.6417, -1.4092, 0.8287], [1.7997, -1.1052, 2.0237], [-0.7343, -0.1852, 0.0767], [-0.6303, -0.2972, -2.6753], [1.6207, -1.0672, -1.8453], [-3.3373, -1.4992, -0.9653]],
  "charge": 1,
  "e_lumo_ev": -3.279
}

two.
{
  "formula": "H24NO10",
  "method": "the ωB97M-V functional and the def2-TZVPD basis",
  "elements": ["O", "O", "O", "O", "O", "O", "O", "O", "O", "O", "N", "H", "H", "H", "H", "H", "H", "H", "H", "H", "H", "H", "H", "H", "H", "H", "H", "H", "H", "H", "H", "H", "H", "H", "H"],
  "coordinates": [[44.0320, 27.6250, 12.9560], [39.0580, 25.5680, 11.4630], [40.0410, 26.3480, 13.8640], [43.9780, 23.5670, 13.7640], [42.0530, 25.9910, 8.5350], [42.4040, 22.4000, 9.1040], [42.1060, 26.5130, 14.7970], [39.7050, 21.8330, 11.6760], [41.2890, 23.2330, 14.2520], [44.9020, 25.1440, 11.4610], [42.1080, 24.5240, 11.4080], [44.5480, 26.9130, 12.4840], [39.7240, 27.2610, 13.9320], [41.9050, 23.8790, 14.7440], [42.9140, 26.2730, 8.1900], [45.1700, 24.4390, 10.9580], [39.3880, 25.9510, 12.4350], [41.5990, 22.2970, 14.5470], [42.3610, 26.8780, 15.7020], [44.3720, 22.7330, 13.9720], [41.3270, 24.3950, 10.6320], [43.4020, 27.7600, 12.2190], [40.8680, 26.3190, 14.4310], [41.4590, 22.3980, 8.8220], [42.7420, 25.1650, 11.0080], [39.3600, 20.8110, 11.6930], [41.5480, 26.7650, 8.5680], [44.2060, 24.0910, 14.6290], [42.6980, 21.5610, 9.5420], [42.4970, 23.5720, 11.7920], [40.2810, 21.9010, 12.4090], [38.2350, 25.2270, 11.6530], [42.7810, 26.9240, 14.0130], [41.5590, 25.0690, 12.0490], [44.8530, 24.4630, 12.0610]],
  "charge": 1,
  "e_lumo_ev": -3.370
}

The most stable of them is one.

one.
{
  "formula": "C3H6OS2",
  "method": "the ωB97M-V functional and the def2-TZVPD basis",
  "elements": ["S", "S", "O", "C", "C", "C", "H", "H", "H", "H", "H", "H"],
  "coordinates": [[1.0064, 0.8317, -1.0593], [-1.4696, 2.4181, -0.8009], [-1.0640, -1.2123, -0.1667], [1.7352, -0.3960, -0.0557], [-1.0605, 0.0531, 0.4972], [-0.5443, 1.1869, -0.3861], [1.0255, -1.2478, 0.0692], [-1.8244, -1.1946, -0.7686], [-2.0292, 0.2311, 0.9709], [2.6247, -0.7422, -0.5668], [-0.3757, -0.0389, 1.3716], [1.9760, 0.1109, 0.8952]],
  "e_lumo_ev": -0.167,
  "smiles": "CSC(=S)CO"
}

two.
{
  "formula": "C3H6OS2",
  "method": "the ωB97M-V functional and the def2-TZVPD basis",
  "elements": ["S", "S", "O", "C", "C", "C", "H", "H", "H", "H", "H", "H"],
  "coordinates": [[-1.7657, 0.5636, 2.0815], [-0.9587, -1.6847, -0.7802], [0.6268, 0.2340, -0.3848], [0.9142, 0.3586, -1.7511], [-0.3466, -0.4471, 1.5984], [-0.2195, -0.5715, 0.1334], [-0.0262, 0.5520, -2.3735], [1.5461, -0.5022, -2.1500], [1.4908, 1.2626, -1.8159], [0.6231, -0.0620, 1.9163], [-0.5100, -1.3968, 2.0816], [-1.3744, 1.6934, 1.4442]],
  "e_lumo_ev": 0.479,
  "smiles": "COC(=S)CS"
}

The most stable of them is two.